1) {
  "formula": "C26H31ClGeN6O8SW",
  "method": "ωB97M-V with the def2-TZVPD basis set",
  "species": ["W", "N", "C", "C", "C", "C", "C", "C", "S", "O", "O", "N", "C", "N", "C", "C", "C", "N", "H", "H", "H", "H", "H", "H", "H", "H", "H", "O", "C", "C", "C", "C", "N", "C", "C", "C", "C", "C", "C", "O", "C", "C", "N", "H", "H", "H", "H", "H", "H", "H", "H", "H", "H", "H", "H", "O", "Cl", "O", "O", "O", "C", "Ge", "C", "C", "C", "H", "H", "H", "H", "H", "H", "H", "H", "H", "H"],
  "xyz": [[0.464, 0.182, -0.862], [-4.104, 4.755, 3.706], [-3.139, 4.509, 2.750], [-3.405, 3.646, 1.679], [-2.462, 3.450, 0.691], [-1.237, 4.104, 0.760], [-0.958, 4.957, 1.818], [-1.902, 5.155, 2.808], [-0.055, 3.904, -0.514], [0.929, 4.928, -0.387], [-0.785, 3.799, -1.762], [0.534, 2.413, -0.244], [1.752, 2.244, 0.338], [2.111, 0.954, 0.163], [3.291, 0.536, 0.616], [4.118, 1.407, 1.281], [3.639, 2.694, 1.484], [2.465, 3.119, 1.039], [-4.886, 4.128, 3.767], [-3.825, 5.186, 4.568], [-4.365, 3.143, 1.624], [-2.676, 2.793, -0.144], [0.002, 5.456, 1.853], [-1.689, 5.826, 3.633], [3.544, -0.495, 0.419], [5.083, 1.087, 1.644], [4.220, 3.421, 2.043], [3.334, -2.318, 4.962], [3.520, -2.795, 3.635], [2.437, -2.230, 2.764], [1.786, -1.007, 3.098], [0.940, -0.431, 2.212], [0.622, -0.972, 0.987], [1.162, -2.221, 0.729], [2.097, -2.828, 1.581], [0.707, -2.800, -0.491], [0.675, -4.177, -0.727], [0.036, -4.667, -1.837], [-0.025, -6.150, -2.099], [1.267, -6.743, -2.178], [-0.585, -3.751, -2.695], [-0.503, -2.399, -2.451], [0.178, -1.907, -1.380], [4.062, -2.631, 5.507], [3.486, -3.888, 3.595], [4.495, -2.481, 3.246], [1.973, -0.534, 4.052], [0.469, 0.519, 2.436], [2.554, -3.764, 1.277], [1.107, -4.854, -0.001], [-0.607, -6.340, -3.005], [-0.523, -6.654, -1.273], [1.774, -6.278, -2.853], [-1.131, -4.093, -3.566], [-1.700, -1.907, -4.144], [1.601, -0.089, -3.771], [2.054, 0.319, -2.450], [2.653, 1.643, -2.559], [3.056, -0.645, -1.985], [-0.578, 1.406, -2.657], [-2.010, 1.427, -2.938], [-2.557, -0.335, -2.344], [-2.336, -0.278, -0.372], [-4.373, -0.869, -2.752], [-1.216, -1.412, -3.302], [-2.475, 2.256, -2.405], [-2.164, 1.572, -4.007], [-0.329, 2.336, -2.492], [-3.209, 0.215, 0.062], [-1.486, 0.336, -0.036], [-2.232, -1.273, 0.055], [-5.082, -0.150, -2.340], [-4.583, -1.854, -2.332], [-4.510, -0.915, -3.834], [-0.494, -0.692, -3.692]],
  "lowdin_charge": [1.375, 0.104, -0.317, -0.027, -0.062, -0.293, -0.047, -0.024, 0.641, -0.260, -0.308, -0.165, -0.469, -0.107, -0.099, -0.026, -0.099, 0.159, 0.090, 0.092, 0.110, 0.095, 0.117, 0.113, 0.121, 0.106, 0.114, -0.062, -0.211, -0.197, -0.019, -0.137, -0.069, -0.231, 0.019, -0.205, 0.041, -0.188, -0.210, -0.051, 0.017, -0.318, -0.019, 0.089, 0.123, 0.126, 0.114, 0.118, 0.126, 0.126, 0.116, 0.126, 0.094, 0.118, 0.086, -0.402, 0.665, -0.384, -0.409, -0.291, -0.270, 0.888, -0.201, -0.205, -0.194, 0.067, 0.092, 0.035, 0.036, -0.043, 0.036, 0.023, 0.026, 0.025, 0.049],
  "spin_multiplicity": 3,
  "lumo_ev": [0.076, -0.304],
  "homo_ev": [-5.51, -7.00],
  "s2": 2.05
}

---

2) {
  "formula": "C26H31ClGeN6O8SW",
  "method": "ωB97M-V with the def2-TZVPD basis set",
  "species": ["W", "N", "C", "C", "C", "C", "C", "C", "S", "O", "O", "N", "C", "N", "C", "C", "C", "N", "H", "H", "H", "H", "H", "H", "H", "H", "H", "O", "C", "C", "C", "C", "N", "C", "C", "C", "C", "C", "C", "O", "C", "C", "N", "H", "H", "H", "H", "H", "H", "H", "H", "H", "H", "H", "H", "O", "Cl", "O", "O", "O", "C", "Ge", "C", "C", "C", "H", "H", "H", "H", "H", "H", "H", "H", "H", "H"],
  "xyz": [[0.249, 1.116, -0.883], [-5.155, -3.425, 1.521], [-4.609, -2.273, 0.998], [-3.667, -1.542, 1.725], [-3.136, -0.378, 1.205], [-3.555, 0.074, -0.039], [-4.496, -0.641, -0.777], [-5.024, -1.801, -0.256], [-2.713, 1.399, -0.784], [-3.621, 2.289, -1.428], [-1.774, 1.930, 0.212], [-1.670, 0.630, -1.792], [-1.331, 1.048, -3.066], [0.004, 1.150, -3.078], [0.615, 1.493, -4.201], [-0.138, 1.730, -5.335], [-1.518, 1.610, -5.210], [-2.141, 1.257, -4.086], [-4.678, -3.869, 2.286], [-5.641, -4.045, 0.900], [-3.343, -1.896, 2.697], [-2.400, 0.184, 1.764], [-4.803, -0.288, -1.754], [-5.761, -2.361, -0.819], [1.693, 1.590, -4.166], [0.327, 2.010, -6.267], [-2.159, 1.807, -6.063], [0.253, -1.295, 5.789], [0.247, 0.097, 5.514], [0.346, 0.327, 4.036], [0.505, 1.651, 3.554], [0.527, 1.865, 2.207], [0.440, 0.876, 1.294], [0.306, -0.418, 1.744], [0.250, -0.688, 3.136], [0.154, -1.413, 0.754], [0.084, -2.807, 1.014], [-0.085, -3.701, 0.002], [-0.143, -5.184, 0.268], [0.721, -5.606, 1.312], [-0.185, -3.209, -1.329], [-0.110, -1.864, -1.536], [0.051, -0.969, -0.543], [0.244, -1.418, 6.740], [1.082, 0.603, 6.010], [-0.679, 0.560, 5.878], [0.590, 2.494, 4.227], [0.615, 2.867, 1.817], [0.111, -1.699, 3.484], [0.196, -3.166, 2.028], [0.061, -5.726, -0.661], [-1.145, -5.468, 0.593], [1.603, -5.269, 1.123], [-0.316, -3.875, -2.171], [-0.168, -1.458, -2.537], [0.472, 5.394, -1.100], [0.546, 4.041, -1.509], [1.535, 3.835, -2.526], [-0.751, 3.516, -1.904], [0.900, 3.157, -0.311], [4.806, 0.373, 0.368], [3.733, 1.636, -0.660], [3.721, 3.268, 0.389], [4.649, 2.012, -2.340], [2.092, 0.669, -1.182], [5.769, 0.820, 0.617], [4.982, -0.546, -0.196], [4.294, 0.108, 1.295], [4.757, 3.426, 0.697], [3.102, 3.188, 1.281], [3.389, 4.129, -0.189], [5.655, 2.387, -2.146], [4.098, 2.765, -2.906], [4.726, 1.106, -2.946], [2.412, -0.190, -1.782]],
  "lowdin_charge": [1.597, 0.111, -0.312, -0.016, -0.049, -0.300, -0.047, -0.022, 0.642, -0.242, -0.372, -0.190, -0.488, -0.039, -0.085, -0.024, -0.091, 0.174, 0.093, 0.092, 0.116, 0.108, 0.123, 0.113, 0.123, 0.106, 0.115, -0.058, -0.213, -0.199, -0.023, -0.130, -0.053, -0.219, 0.036, -0.205, 0.036, -0.204, -0.217, -0.060, -0.027, -0.134, -0.093, 0.088, 0.128, 0.130, 0.113, 0.101, 0.109, 0.118, 0.116, 0.126, 0.093, 0.106, 0.104, -0.247, 0.735, -0.306, -0.342, -0.507, -0.227, 0.721, -0.215, -0.220, -0.358, 0.019, 0.017, 0.017, 0.026, 0.011, 0.016, 0.022, 0.009, 0.018, 0.005],
  "spin_multiplicity": 3,
  "lumo_ev": [-0.058, -0.478],
  "homo_ev": [-5.33, -8.00],
  "s2": 2.02
}

---

The calculated energies rank the structures as follows, beginning with the most stable: 1), 2).

---

1) {
  "formula": "C2H9NOS",
  "method": "ωB97M-V with the def2-TZVPD basis set",
  "species": ["N", "C", "C", "S", "H", "H", "H", "H", "H", "H", "H", "O", "H", "H"],
  "xyz": [[0.000, 0.000, 0.000], [0.797, 0.562, 1.027], [2.189, 0.229, 0.580], [2.795, -1.442, 0.824], [-0.965, -0.120, 0.327], [0.402, -0.943, -0.055], [0.605, 1.647, 1.143], [0.405, 0.053, 1.928], [2.419, 0.559, -0.452], [2.879, 0.759, 1.264], [4.116, -1.310, 1.070], [10.191, -2.367, -0.603], [11.035, -2.701, -0.224], [9.820, -1.782, 0.096]],
  "lowdin_charge": [-0.046, -0.393, -0.603, 0.684, 0.080, 0.042, 0.119, 0.113, 0.085, 0.065, -0.145, -0.091, 0.046, 0.045],
  "spin_multiplicity": 1,
  "lumo_ev": 0.664,
  "homo_ev": -9.09
}

---

2) {
  "formula": "C2H9NOS",
  "method": "ωB97M-V with the def2-TZVPD basis set",
  "species": ["N", "C", "C", "S", "H", "H", "H", "H", "H", "H", "H", "O", "H", "H"],
  "xyz": [[-1.007, 0.002, -0.654], [0.340, 0.236, -0.120], [1.169, 1.014, -1.119], [2.923, 1.178, -0.621], [-1.515, 0.865, -0.690], [-1.512, -0.562, 0.022], [0.317, 0.749, 0.847], [0.809, -0.742, 0.000], [0.748, 2.004, -1.291], [1.199, 0.491, -2.073], [2.698, 1.924, 0.474], [-2.107, -2.106, 1.478], [-1.442, -2.804, 1.487], [-2.620, -2.249, 2.260]],
  "lowdin_charge": [-0.007, -0.379, -0.583, 0.670, 0.056, 0.024, 0.102, 0.101, 0.067, 0.067, -0.153, -0.042, 0.049, 0.028],
  "spin_multiplicity": 1,
  "lumo_ev": 0.658,
  "homo_ev": -8.96
}

---

The calculated energies rank the structures as follows, beginning with the most stable: 2), 1).

---

1) {
  "formula": "CH11N2O3",
  "method": "ωB97M-V with the def2-TZVPD basis set",
  "species": ["N", "C", "N", "H", "H", "H", "H", "H", "H", "H", "O", "H", "H", "O", "H", "H", "O"],
  "xyz": [[-0.172, -0.074, -0.123], [-0.956, -1.089, -0.305], [-1.948, -1.458, 0.463], [-0.264, 0.623, 0.623], [0.739, -0.172, -0.494], [-0.824, -1.581, -1.262], [-2.552, -2.196, 0.163], [-2.148, -0.931, 1.300], [2.189, -0.531, -2.623], [1.326, -1.729, -2.819], [1.631, -1.148, -2.132], [2.435, 2.199, 0.464], [1.926, 1.764, -0.893], [1.640, 2.196, -0.082], [-1.622, 1.812, 2.441], [-0.389, 1.231, 3.003], [-1.011, 1.084, 2.278]],
  "lowdin_charge": [0.180, -0.182, 0.206, 0.085, 0.064, 0.152, 0.132, 0.122, 0.065, 0.049, -0.033, 0.057, 0.033, -0.041, 0.076, 0.077, -0.040],
  "spin_multiplicity": 1,
  "total_charge": 1,
  "lumo_ev": -2.869,
  "homo_ev": -15.14
}

---

2) {
  "formula": "CH11N2O3",
  "method": "ωB97M-V with the def2-TZVPD basis set",
  "species": ["N", "C", "N", "H", "H", "H", "H", "H", "H", "H", "O", "H", "H", "O", "H", "H", "O"],
  "xyz": [[-0.513, -0.446, -1.509], [0.491, 0.329, -1.801], [1.687, 0.173, -1.197], [-0.048, -1.233, -0.777], [-1.379, -0.181, -1.916], [0.452, 1.019, -2.659], [2.658, 0.114, -1.606], [1.847, -0.054, -0.143], [-3.005, 2.239, -0.247], [-1.625, 2.743, -0.067], [-2.264, 2.373, -0.769], [-0.662, -2.524, 1.180], [0.380, -1.590, 1.340], [-0.132, -2.025, 0.692], [-0.054, -0.109, 3.154], [1.392, -0.587, 3.528], [0.776, -0.240, 2.798]],
  "lowdin_charge": [0.185, -0.206, 0.102, 0.178, 0.117, 0.161, 0.155, 0.163, -0.010, 0.092, -0.061, 0.005, 0.003, 0.036, 0.004, 0.120, -0.042],
  "spin_multiplicity": 1,
  "total_charge": 1,
  "lumo_ev": -3.513,
  "homo_ev": -14.85
}

---

The calculated energies rank the structures as follows, beginning with the most stable: 1), 2).

---

1) {
  "formula": "C5H7NO4S",
  "method": "ωB97M-V with the def2-TZVPD basis set",
  "species": ["C", "C", "C", "C", "C", "N", "O", "O", "O", "O", "S", "H", "H", "H", "H", "H", "H", "H"],
  "xyz": [[-0.028, -0.270, -2.266], [-2.447, -1.252, -1.250], [0.949, 0.037, -1.420], [2.310, 1.087, 0.366], [1.015, 0.351, 0.119], [-3.241, -2.160, -1.302], [-1.633, -0.449, -1.457], [-0.235, -0.342, 3.139], [-2.158, -0.593, 1.607], [-0.172, 1.089, 0.520], [-1.290, 0.266, 2.354], [1.920, 0.027, -1.802], [2.494, 2.004, -0.198], [2.941, 0.319, 0.084], [2.450, 1.329, 1.420], [0.943, -0.606, 0.623], [-3.656, -2.758, -0.534], [-0.162, 1.922, -0.003]],
  "lowdin_charge": [0.129, -0.346, -0.158, -0.045, -0.391, 0.210, 0.045, -0.416, -0.425, -0.206, 0.885, 0.067, 0.098, 0.057, 0.092, 0.134, 0.132, 0.137],
  "spin_multiplicity": 1,
  "lumo_ev": -0.051,
  "homo_ev": -9.14
}

---

2) {
  "formula": "C5H7NO4S",
  "method": "ωB97M-V with the def2-TZVPD basis set",
  "species": ["O", "C", "N", "C", "C", "C", "C", "O", "S", "O", "O", "H", "H", "H", "H", "H", "H", "H"],
  "xyz": [[-0.264, 2.223, 2.022], [-1.096, 1.547, 1.574], [-1.878, 0.785, 1.033], [-1.360, 0.053, -0.132], [-0.575, -1.230, 0.238], [0.900, -0.991, 0.611], [1.702, -0.140, -0.371], [1.123, 1.151, -0.648], [-0.339, 1.030, -1.269], [-0.954, 2.293, -1.493], [-0.251, 0.265, -2.477], [-2.225, -0.249, -0.718], [-1.062, -1.634, 1.128], [-0.684, -1.930, -0.591], [0.946, -0.614, 1.635], [1.395, -1.967, 0.632], [1.966, -0.668, -1.288], [2.655, 0.075, 0.116]],
  "lowdin_charge": [0.206, -0.320, 0.138, -0.332, -0.152, -0.160, -0.196, -0.201, 0.632, -0.233, -0.259, 0.137, 0.121, 0.121, 0.118, 0.123, 0.128, 0.130],
  "spin_multiplicity": 1,
  "lumo_ev": 0.562,
  "homo_ev": -10.81
}

---

The calculated energies rank the structures as follows, beginning with the most stable: 2), 1).